{
  "formula": "C40H35F9NOP2S2Zr",
  "method": "ωB97M-V/def2-TZVPD",
  "symbols": ["Zr", "C", "N", "C", "P", "C", "C", "C", "C", "C", "C", "C", "C", "C", "C", "C", "C", "C", "C", "C", "C", "C", "C", "P", "C", "C", "C", "C", "C", "C", "C", "C", "C", "C", "C", "C", "H", "H", "H", "H", "H", "H", "H", "H", "H", "H", "H", "H", "H", "H", "H", "H", "H", "H", "H", "H", "H", "H", "H", "H", "H", "H", "H", "H", "H", "C", "C", "S", "C", "C", "S", "H", "H", "H", "H", "H", "H", "F", "C", "F", "F", "C", "O", "C", "F", "F", "F", "C", "F", "F", "F"],
  "positions_angstrom": [[0.28833, -1.40477, 0.50644], [-1.79466, 2.23672, 0.27938], [-0.59151, 2.87618, -0.16337], [0.48893, 2.76222, 0.78017], [1.44233, 1.18623, 0.50676], [2.89110, 1.34881, 1.56778], [2.80675, 1.97825, 2.80474], [3.90642, 1.99258, 3.65361], [5.08729, 1.37867, 3.27043], [5.17654, 0.74895, 2.03439], [4.08275, 0.73005, 1.18685], [1.99935, 1.55051, -1.18479], [3.10512, 2.35759, -1.43895], [3.42161, 2.71289, -2.74179], [2.63125, 2.28630, -3.79900], [1.52444, 1.48382, -3.55442], [1.22379, 1.11666, -2.25350], [-0.54674, 3.71246, -1.29774], [0.57694, 4.49551, -1.57198], [0.62338, 5.29210, -2.70403], [-0.43700, 5.34154, -3.59393], [-1.55544, 4.57274, -3.32338], [-1.61599, 3.76420, -2.19833], [-1.85714, 0.37658, 0.19813], [-2.69471, 0.04977, 1.76714], [-4.04021, 0.31231, 2.01333], [-4.56013, 0.12799, 3.28682], [-3.74472, -0.30112, 4.32430], [-2.39435, -0.53845, 4.09968], [-1.88753, -0.35622, 2.82391], [-2.90723, -0.06004, -1.19907], [-3.95988, -0.96201, -1.08416], [-4.69907, -1.31393, -2.20415], [-4.38636, -0.77572, -3.44277], [-3.33065, 0.11878, -3.56478], [-2.58928, 0.47329, -2.45029], [-2.67184, 2.60451, -0.24796], [-1.95687, 2.45420, 1.34242], [0.10217, 2.83459, 1.80249], [1.22426, 3.55890, 0.66877], [1.89170, 2.45420, 3.13344], [3.83818, 2.48464, 4.61384], [5.94258, 1.39198, 3.93231], [6.09745, 0.27071, 1.73114], [4.14940, 0.22030, 0.23393], [3.72391, 2.71794, -0.62700], [4.28699, 3.33502, -2.92737], [2.87947, 2.57547, -4.81060], [0.90489, 1.14115, -4.37059], [0.35571, 0.47459, -2.08784], [1.43737, 4.49040, -0.92257], [1.51289, 5.88150, -2.88228], [-0.39224, 5.96522, -4.47465], [-2.40423, 4.59164, -3.99430], [-2.50500, 3.17304, -2.04854], [-4.68793, 0.65518, 1.21642], [-5.60772, 0.32210, 3.47077], [-4.15889, -0.44681, 5.31201], [-1.74684, -0.86430, 4.90007], [-0.81499, -0.54705, 2.68916], [-4.19383, -1.40486, -0.12870], [-5.51522, -2.01586, -2.10664], [-4.95982, -1.05568, -4.31510], [-3.08218, 0.54071, -4.52903], [-1.77327, 1.17875, -2.56700], [3.47131, -3.78994, 2.54487], [2.84601, -2.81971, 1.58442], [1.82378, -1.61847, 2.39014], [3.00653, -2.88575, 0.24741], [3.81982, -3.96926, -0.41226], [2.27357, -1.71957, -0.88444], [3.83697, -3.26084, 3.42521], [4.30947, -4.32381, 2.10387], [2.74119, -4.52480, 2.89171], [4.88336, -3.72350, -0.37853], [3.54455, -4.08833, -1.45785], [3.68174, -4.93148, 0.07769], [-1.16327, -5.29841, -1.41527], [-1.56049, -4.06020, -1.13017], [-2.72077, -3.83616, -1.74209], [-0.65933, -3.20468, -1.66193], [-1.67543, -3.79348, 0.41051], [-1.49529, -2.44296, 0.61486], [-0.55258, -4.55452, 1.16097], [-0.65430, -5.87196, 1.11117], [-0.44585, -4.18125, 2.42749], [0.60610, -4.19174, 0.53654], [-3.05464, -4.27786, 0.93390], [-4.03500, -3.45465, 0.55582], [-3.06483, -4.33051, 2.26764], [-3.32244, -5.49985, 0.45827]],
  "mulliken_charge": [-0.994, -1.936, 0.508, -2.049, 2.786, 0.602, -0.718, -0.746, -0.644, -0.943, -0.439, 0.612, -0.690, -0.884, -0.894, -0.764, -0.269, 2.130, -0.777, -0.671, -0.743, -0.847, -0.740, 2.603, 0.676, -0.464, -0.793, -0.674, -0.812, -0.291, 0.851, -0.716, -0.795, -0.810, -1.241, -0.755, 0.643, 0.670, 0.766, 0.527, 0.325, 0.452, 0.417, 0.463, 0.535, 0.476, 0.480, 0.443, 0.568, 0.349, 0.294, 0.427, 0.422, 0.428, 0.231, 0.472, 0.466, 0.426, 0.526, 0.249, 0.422, 0.513, 0.413, 0.507, 0.517, -1.695, 1.079, -0.347, 0.700, -1.941, -0.440, 0.411, 0.476, 0.284, 0.342, 0.494, 0.486, -0.264, 0.544, -0.208, -0.197, 1.054, 0.244, -0.060, -0.260, -0.274, -0.120, 0.274, -0.167, -0.254, -0.252],
  "homo_lumo_gap_ev": 6.66,
  "e_tot_ha": -4100.12965,
  "total_charge": 1,
  "homo_ev": -10.276,
  "e_above_lowest_ev": 0.499
}